Entry 1:
Entry from the Open Molecules 2025 dataset: a cluster of 12 separate species, C31H76BBrO16 in total at a distorted geometry (ωB97M-V/def2-TZVPD).

Computed properties:
HOMO energy = -9.6 eV
SMILES = CC[C@@H](Br)C1=CC(=O)C(OB(O)O)=CC1=O.CCO.CCO.CCO.CCO.CCO.CCO.CCO.CCO.CCO.CCO.CCO
LUMO energy = -2.01 eV
Charge = 0
E = -5029.171995 Eh

Each line ends with the Löwdin charge.
Geometry (Å):
C -0.8231 1.0597 -0.7435  -0.140
C -0.3511 0.4706 -2.1988  -0.273
C 0.2848 -1.0406 -2.1649  -0.591
Br 1.8653 -1.0480 -3.4208  0.694
C 0.6665 -1.4527 -0.6140  -0.109
C -0.3327 -2.3607 0.0797  0.096
C -0.0506 -2.7830 1.6555  -0.126
O -0.7108 -3.8037 2.2114  -0.028
C 1.0751 -1.9611 2.5652  -0.077
O 1.2084 -2.0640 4.0275  0.032
B 0.2401 -1.2084 4.7420  -0.496
O -0.8974 -1.9018 5.4354  0.071
O 0.3637 0.2811 4.8448  0.071
C 2.0717 -1.0690 1.8664  0.111
C 2.0021 -0.9131 0.2027  -0.182
O 3.0561 -0.3044 -0.3572  -0.051
H 0.0426 1.1870 0.0434  0.079
H -1.2275 2.1639 -0.9490  0.090
H -1.7574 0.4813 -0.2777  0.091
H 0.3879 1.2646 -2.6643  0.093
H -1.3185 0.4353 -2.8942  0.126
H -0.5004 -1.8052 -2.6337  0.109
H -1.3178 -2.7300 -0.4835  0.111
H -0.8556 -2.8542 5.1060  0.113
H 1.3005 0.4574 4.4949  0.121
H 2.8970 -0.4522 2.4479  0.145
C 1.1554 4.3957 6.0433  -0.084
C 0.7978 3.6775 7.3280  -0.326
O -0.3616 2.8815 7.1322  -0.091
H 0.3265 5.0309 5.7139  0.058
H 2.0448 5.0176 6.1786  0.076
H 1.3459 3.6782 5.2385  0.070
H 0.5868 4.3984 8.1235  0.112
H 1.6167 3.0305 7.6569  0.105
H -0.1610 2.2393 6.4298  0.063
C 3.2719 0.8892 -7.8073  -0.092
C 2.9143 0.1711 -6.5226  -0.369
O 1.7549 -0.6249 -6.7184  -0.134
H 2.4430 1.5244 -8.1366  0.072
H 4.1613 1.5112 -7.6720  0.076
H 3.4624 0.1717 -8.6121  0.073
H 2.7033 0.8919 -5.7271  0.086
H 3.7332 -0.4760 -6.1937  0.106
H 1.9555 -1.2671 -7.4208  0.089
C 1.1978 4.6016 -5.9188  -0.085
C 0.8402 3.8834 -4.6341  -0.331
O -0.3192 3.0874 -4.8299  -0.100
H 0.3689 5.2368 -6.2481  0.078
H 2.0872 5.2235 -5.7834  0.060
H 1.3883 3.8841 -6.7236  0.067
H 0.6292 4.6043 -3.8385  0.115
H 1.6591 3.2364 -4.3052  0.100
H -0.1186 2.4452 -5.5323  0.086
C -4.1192 -5.1522 3.7303  -0.086
C -4.0920 -6.1617 2.6013  -0.335
O -3.1964 -5.7312 1.5871  -0.098
H -4.4299 -4.1695 3.3604  0.082
H -4.8087 -5.4671 4.5186  0.076
H -3.1212 -5.0284 4.1633  0.070
H -5.0864 -6.2660 2.1572  0.117
H -3.7698 -7.1437 2.9608  0.095
H -2.3148 -5.6497 1.9898  0.063
C 5.2548 6.5741 -3.3931  -0.105
C 4.9659 5.1250 -3.7260  -0.324
O 4.6222 5.0017 -5.0981  -0.101
H 4.3828 7.2000 -3.6098  0.066
H 5.5170 6.6870 -2.3373  0.077
H 6.0797 6.9549 -4.0040  0.075
H 4.1268 4.7551 -3.1292  0.111
H 5.8373 4.4947 -3.5241  0.106
H 5.3770 5.3250 -5.6195  0.088
C 1.3664 -3.7691 8.3253  -0.089
C 2.3848 -2.6663 8.5276  -0.321
O 3.0026 -2.3437 7.2906  -0.084
H 1.8441 -4.6628 7.9106  0.080
H 0.8840 -4.0329 9.2708  0.075
H 0.5965 -3.4591 7.6111  0.062
H 3.1640 -2.9882 9.2249  0.114
H 1.9125 -1.7650 8.9300  0.109
H 2.3033 -2.0511 6.6812  0.065
C -3.9791 -9.7115 0.9516  -0.086
C -2.5336 -10.1517 1.0569  -0.325
O -1.6785 -9.1306 0.5646  -0.087
H -4.2381 -9.4869 -0.0883  0.080
H -4.6519 -10.4897 1.3230  0.075
H -4.1480 -8.7953 1.5268  0.046
H -2.3642 -11.0548 0.4631  0.113
H -2.2633 -10.3657 2.0955  0.107
H -1.8306 -8.3356 1.1039  0.073
C -5.0054 -2.6149 -2.0895  -0.082
C -3.6199 -3.0400 -2.5301  -0.300
O -2.8108 -3.3081 -1.3945  -0.125
H -4.9514 -1.7213 -1.4591  0.078
H -5.6406 -2.4000 -2.9534  0.078
H -5.4789 -3.3993 -1.4900  0.077
H -3.1420 -2.2449 -3.1100  0.110
H -3.6644 -3.9405 -3.1502  0.105
H -3.2396 -4.0212 -0.8908  0.098
C -2.9235 -6.8284 -5.6687  -0.096
C -4.2527 -7.2427 -5.0722  -0.331
O -5.0993 -6.1104 -4.9404  -0.098
H -2.4358 -6.0780 -5.0378  0.073
H -2.2573 -7.6895 -5.7727  0.075
H -3.0664 -6.3721 -6.6536  0.073
H -4.1075 -7.6780 -4.0790  0.113
H -4.7525 -7.9833 -5.7039  0.107
H -5.2287 -5.7362 -5.8288  0.087
C -3.9538 6.1261 5.1289  -0.097
C -2.5083 5.6860 5.2343  -0.339
O -1.6532 6.7070 4.7420  -0.097
H -4.2128 6.3508 4.0890  0.077
H -4.6265 5.3479 5.5003  0.075
H -4.1226 7.0423 5.7041  0.072
H -2.3389 4.7828 4.6405  0.116
H -2.2380 5.4719 6.2728  0.106
H -1.8053 7.5021 5.2812  0.088
C 6.1386 11.0585 -1.9378  -0.097
C 5.2442 10.5656 -3.0564  -0.321
O 4.5057 9.4327 -2.6235  -0.104
H 6.8294 10.2700 -1.6216  0.077
H 6.7184 11.9292 -2.2569  0.074
H 5.5450 11.3327 -1.0595  0.072
H 5.8428 10.2720 -3.9239  0.114
H 4.5419 11.3442 -3.3693  0.107
H 3.9713 9.7061 -1.8582  0.095

Atomic forces in eV per Å
-0.92 0.95 -0.19
-0.69 0.65 0.06
-0.67 0.45 1.02
-1.03 -0.30 0.95
-2.46 -2.66 1.67
3.64 2.75 -0.37
-2.32 -3.62 1.80
3.74 5.97 -3.01
3.19 3.02 -2.24
-2.30 1.40 -2.22
-1.90 0.23 1.13
3.49 0.54 -2.63
1.89 -4.06 -0.93
-3.39 -2.50 0.43
3.90 2.32 -1.09
-6.66 -3.67 3.13
-1.69 -0.53 -1.60
0.91 -2.37 0.39
2.29 1.04 -0.95
-1.42 -1.90 0.89
2.19 0.12 1.44
1.94 1.55 1.40
2.29 0.64 1.43
-0.10 1.71 0.61
-1.99 -0.10 0.62
-1.83 -1.57 -1.46
0.04 0.26 -0.07
0.00 -0.17 -0.36
-0.15 -0.26 -0.07
0.14 -0.02 0.09
-0.04 -0.04 -0.09
0.09 0.02 0.08
-0.11 -0.20 -0.06
0.15 0.14 0.10
-0.16 0.21 0.33
0.11 0.22 -0.09
0.04 -0.08 -0.36
-0.21 -0.31 -0.20
0.11 -0.04 0.12
-0.06 -0.04 -0.08
0.10 0.03 0.08
-0.10 -0.21 -0.06
0.15 0.16 0.09
-0.13 0.35 0.39
0.12 0.32 -0.06
0.09 -0.07 -0.40
-0.26 -0.40 -0.04
0.07 -0.07 0.13
-0.02 -0.12 -0.08
0.11 0.01 0.09
-0.13 -0.20 -0.06
0.18 0.14 0.07
-0.11 0.30 0.37
-0.15 0.13 0.18
0.22 0.24 0.18
0.33 -0.18 -0.25
-0.02 -0.18 0.02
0.08 0.06 -0.01
-0.09 -0.10 0.02
0.21 0.00 -0.10
-0.19 -0.06 0.16
-0.35 0.25 -0.27
-0.20 0.02 0.12
0.34 0.29 -0.04
0.07 -0.11 -0.51
0.18 -0.16 0.14
-0.01 0.10 -0.12
0.05 -0.06 0.11
0.04 -0.04 -0.24
-0.03 -0.05 0.21
-0.44 -0.17 0.28
-0.09 -0.24 0.08
-0.31 -0.03 -0.18
0.05 0.25 -0.38
0.01 0.12 0.13
-0.03 0.00 -0.11
-0.02 0.06 0.14
0.02 0.12 -0.24
-0.04 -0.08 0.21
0.41 -0.23 0.33
-0.26 -0.08 -0.05
-0.14 0.34 0.08
0.23 0.26 0.09
0.07 -0.10 0.12
-0.01 0.09 -0.01
0.00 -0.16 0.00
0.14 0.21 0.03
-0.11 -0.21 0.04
0.04 -0.35 -0.38
-0.16 0.17 0.00
-0.37 -0.10 -0.08
0.05 -0.33 0.30
0.04 -0.06 -0.15
0.01 -0.05 0.11
0.01 0.00 -0.16
0.09 -0.11 0.17
-0.07 0.11 -0.13
0.28 0.25 -0.07
0.25 -0.04 0.02
0.13 0.13 -0.29
-0.30 0.33 -0.12
-0.06 -0.17 -0.01
-0.01 0.11 -0.04
0.01 -0.14 0.01
-0.17 0.17 -0.09
0.12 -0.17 0.05
0.06 -0.19 0.50
-0.23 -0.08 -0.09
-0.23 0.23 0.18
0.29 0.40 0.02
0.06 -0.11 0.12
0.00 0.11 -0.01
-0.01 -0.12 0.07
0.14 0.21 0.05
-0.11 -0.24 0.00
0.10 -0.44 -0.32
0.24 0.08 0.05
-0.07 0.11 0.34
-0.34 -0.04 0.22
-0.07 0.10 -0.13
-0.04 -0.04 0.10
0.02 0.09 -0.11
-0.20 -0.12 0.11
0.15 0.13 -0.12
0.28 -0.16 -0.42

=====

Entry 2:
Entry from the Open Molecules 2025 dataset: a structure of composition C31H76Cu2N5O13 at a distorted geometry (ωB97M-V/def2-TZVPD).

Computed properties:
HOMO energy = -9.8 eV
LUMO energy = -6.02 eV
Charge = +1
E = -5758.834258 Eh

Each line ends with the Löwdin charge.
Geometry (Å):
Cu -3.0467 1.1189 2.4549  0.920
Cu 0.4663 2.3496 -2.9491  0.780
O -0.1395 -1.4294 -1.4018  0.093
C -0.6537 -0.6817 -0.4245  -0.929
O -0.7065 -1.0915 0.7641  -0.068
O -1.1212 0.4088 -0.6439  -0.043
H 0.1703 -2.1072 -0.7965  0.103
C 7.6466 6.6872 1.8393  -0.112
O 7.0561 5.4012 1.9527  -0.202
C 5.6540 5.2031 1.5785  -0.184
C 5.2103 3.8717 2.2166  -0.231
N 3.7887 3.7391 2.1797  -0.073
C 3.3434 2.4430 2.6908  -0.203
C 3.7372 2.1823 4.1571  -0.231
O 3.7148 3.3166 4.9954  -0.180
C 4.0437 3.0296 6.3424  -0.110
H 7.6297 7.0881 0.8258  0.080
H 8.6989 6.5268 2.0742  0.086
H 7.2248 7.4057 2.5420  0.084
H 5.4257 5.2943 0.5165  0.111
H 5.0277 5.9940 1.9912  0.114
H 5.6173 3.8585 3.2277  0.120
H 5.7960 3.1024 1.7134  0.119
H 3.3450 3.8752 1.2826  0.104
H 3.7760 1.6783 2.0457  0.109
H 2.2731 2.3365 2.5143  0.106
H 4.7835 1.8826 4.0990  0.114
H 3.1233 1.3354 4.4638  0.120
H 3.5153 2.2447 6.8836  0.084
H 3.7066 3.8920 6.9174  0.086
H 5.1238 2.9132 6.4319  0.091
C -1.3921 -7.6662 2.0160  -0.136
O -2.5532 -7.3658 1.3063  -0.188
C -2.8661 -5.9631 1.3952  -0.210
C -4.1518 -5.7080 0.6238  -0.201
N -5.3816 -6.3770 1.1527  -0.059
C -6.2590 -6.8735 0.1119  -0.195
C -6.7750 -5.8032 -0.8849  -0.232
O -5.8562 -5.4287 -1.8870  -0.213
C -6.3777 -4.6039 -2.9456  -0.087
H -1.2022 -8.7384 1.9668  0.089
H -1.5275 -7.4038 3.0652  0.087
H -0.4893 -7.2107 1.6091  0.084
H -2.0080 -5.3777 1.0648  0.121
H -3.1083 -5.6558 2.4125  0.117
H -4.0089 -5.9962 -0.4177  0.106
H -4.2670 -4.6250 0.5800  0.112
H -5.0246 -7.1667 1.6713  0.094
H -7.1243 -7.3659 0.5556  0.119
H -5.6592 -7.5396 -0.5083  0.120
H -7.1609 -4.8860 -0.4399  0.118
H -7.6888 -6.1957 -1.3311  0.110
H -6.5121 -3.5842 -2.5847  0.079
H -7.3041 -5.0184 -3.3430  0.085
H -5.6971 -4.4391 -3.7809  0.082
C 5.9631 -5.8358 -0.3347  -0.126
O 4.8374 -5.2674 0.2787  -0.187
C 5.3002 -4.3838 1.3173  -0.217
C 4.1177 -4.2740 2.3086  -0.194
N 4.3554 -3.4927 3.5359  -0.085
C 3.3151 -3.5371 4.4971  -0.204
C 3.3248 -4.9706 5.2016  -0.222
O 4.5209 -5.5343 5.7253  -0.186
C 5.1907 -4.6392 6.7099  -0.065
H 6.4458 -5.1284 -1.0090  0.088
H 5.5244 -6.5955 -0.9816  0.088
H 6.5899 -6.3141 0.4179  0.091
H 5.6587 -3.4253 0.9419  0.119
H 6.1545 -4.7351 1.8960  0.113
H 3.9748 -5.3164 2.5935  0.106
H 3.2406 -3.9605 1.7425  0.121
H 5.1872 -3.9560 3.8728  0.091
H 2.3551 -3.1930 4.1122  0.121
H 3.6786 -2.8600 5.2702  0.095
H 3.0365 -5.6895 4.4347  0.104
H 2.5516 -4.9419 5.9694  0.109
H 5.6399 -3.8236 6.1432  0.074
H 6.0218 -5.1076 7.2370  0.080
H 4.5727 -4.3169 7.5480  0.085
C -6.8777 7.8410 2.5678  -0.088
O -5.7521 7.3375 1.8642  -0.209
C -5.3981 8.0722 0.7189  -0.229
C -4.3549 7.3004 -0.1299  -0.201
N -4.8710 6.0765 -0.7493  -0.061
C -3.8453 5.3012 -1.4471  -0.216
C -3.4022 5.8457 -2.8105  -0.211
O -2.4993 4.9638 -3.4870  -0.204
C -1.9547 5.5037 -4.6901  -0.113
H -7.1772 7.1362 3.3434  0.089
H -7.6428 8.0379 1.8168  0.088
H -6.5731 8.7753 3.0394  0.087
H -4.9625 9.0206 1.0332  0.120
H -6.2383 8.3682 0.0908  0.122
H -3.4573 7.0609 0.4401  0.115
H -4.1198 8.0350 -0.9001  0.113
H -5.1745 5.5487 0.0566  0.098
H -4.1949 4.2721 -1.5291  0.118
H -2.9595 5.2252 -0.8164  0.103
H -3.0358 6.8658 -2.6959  0.116
H -4.2737 5.9488 -3.4571  0.126
H -1.3674 4.7551 -5.2218  0.078
H -1.4199 6.4445 -4.5596  0.089
H -2.7058 5.7397 -5.4439  0.085
C 3.1507 0.1154 -3.2724  -0.077
O 2.1924 0.5675 -4.2772  -0.220
C 2.0357 -0.4224 -5.3455  -0.192
C 0.8887 -0.0534 -6.2408  -0.220
N -0.3088 0.1152 -5.4306  -0.078
C -1.4916 0.0767 -6.2589  -0.215
C -2.8047 0.1916 -5.4518  -0.166
O -4.0775 0.0856 -6.1921  -0.175
C -4.5751 1.3581 -6.4746  -0.139
H 4.1728 0.0369 -3.6428  0.093
H 2.8709 -0.8080 -2.7652  0.090
H 3.1823 0.8294 -2.4494  0.076
H 1.8470 -1.4022 -4.9068  0.130
H 2.8809 -0.5063 -6.0287  0.130
H 0.8051 -0.8781 -6.9486  0.128
H 1.0098 0.9201 -6.7158  0.129
H -0.2841 -0.6185 -4.7369  0.112
H -1.4718 -0.8892 -6.7637  0.122
H -1.4687 0.8626 -7.0138  0.123
H -2.7673 1.0213 -4.7459  0.112
H -2.8167 -0.7825 -4.9627  0.120
H -4.0795 1.6968 -7.3844  0.084
H -4.3733 2.1083 -5.7100  0.076
H -5.6526 1.3220 -6.6351  0.091

Atomic forces in eV per Å
0.63 -0.52 -0.61
-0.23 -1.23 -0.35
0.61 -0.48 0.08
-1.25 0.46 3.27
0.79 -2.01 0.32
-1.00 4.35 -3.03
0.59 -1.30 -0.49
0.03 -0.54 -0.13
-1.25 -0.47 -0.70
0.62 0.72 1.44
1.39 1.17 -0.97
-0.86 -0.42 0.83
-0.21 0.78 -0.16
0.97 0.04 -1.08
-1.37 -0.59 -0.02
-0.01 1.05 0.31
-0.31 0.04 -0.17
-0.05 0.09 0.16
-0.16 0.06 0.02
0.64 -0.47 -0.47
0.08 0.24 0.51
-0.48 0.23 0.20
-0.18 -0.64 -0.37
0.49 0.20 -0.20
0.31 -0.69 0.35
-0.22 0.33 0.31
0.18 -0.59 0.24
-0.01 0.01 0.60
-0.11 -0.77 -0.79
0.45 0.37 -0.14
0.07 -0.18 0.22
0.27 -0.72 0.40
-0.40 0.95 -0.18
-1.07 -1.04 0.05
-0.08 0.00 -0.89
1.25 1.00 0.66
0.68 1.11 -1.16
-0.99 0.36 0.10
0.83 -0.14 -1.10
-0.04 0.01 0.93
-0.29 -0.07 -0.05
0.26 0.14 0.22
0.01 0.48 -0.07
-0.13 0.20 -0.34
0.40 -0.27 0.60
0.15 -0.18 -0.15
-0.31 0.15 0.15
-0.22 -0.26 0.16
0.14 -0.06 -0.05
-0.39 -0.64 -0.32
0.25 0.18 0.82
-0.06 -0.50 -0.43
-0.56 0.11 0.32
-0.16 0.06 0.06
0.48 -0.84 0.25
-1.08 -0.86 -0.96
0.94 1.20 1.50
-1.28 0.53 0.83
0.13 -0.43 -0.26
1.17 0.29 -3.11
1.83 -1.51 2.18
-1.47 0.28 -0.67
0.97 1.93 1.30
-0.05 -0.73 -0.98
0.56 0.15 0.33
0.36 -0.30 -0.07
0.42 0.14 -0.25
-0.37 0.26 -0.42
0.21 -0.79 -0.20
-0.42 -0.30 -0.18
-0.13 0.28 0.24
0.15 0.31 0.80
-0.01 -0.41 0.06
-0.62 0.43 0.21
-0.22 -0.12 0.18
-0.13 -0.17 0.25
-0.26 0.37 0.29
-0.04 -0.79 -0.60
-0.67 0.25 -0.46
0.75 0.45 -0.61
0.00 -1.03 -0.07
0.86 -0.32 -0.03
-0.79 0.77 -0.19
-0.10 0.55 -0.02
0.48 -0.41 0.29
-1.06 0.01 -0.48
0.59 0.27 0.31
-0.73 0.10 -0.35
-0.02 -0.05 -0.30
-0.52 -0.02 0.38
-0.28 0.24 0.18
0.37 0.21 0.03
-0.44 -0.44 -0.06
0.23 0.30 0.31
0.39 -0.12 -0.18
-0.34 -0.48 -0.18
-0.19 0.02 -0.38
0.56 0.04 0.15
0.62 0.01 0.01
-0.36 0.01 0.01
0.39 -0.11 0.59
0.38 -0.13 0.38
-0.67 0.05 0.19
-0.32 0.40 0.09
0.86 -0.95 0.28
-0.09 0.80 0.22
-0.46 0.72 1.08
0.10 0.68 0.58
-1.12 0.07 -0.45
-0.42 -2.28 -0.62
1.91 0.45 1.44
-0.04 0.59 -1.00
-0.12 -0.06 -0.38
-0.29 -0.31 -0.50
-0.17 0.44 -0.24
0.03 -0.08 0.22
0.66 0.21 0.55
-0.12 0.07 -0.46
0.54 -0.27 -0.51
-0.59 -0.22 0.22
-0.50 -0.05 -0.48
0.37 0.09 -0.08
-0.28 0.06 -0.05
-0.06 0.30 0.92
-0.23 0.44 -0.28
0.01 -0.11 0.37
0.07 -0.19 -0.05